Run one
A 2-piece molecular cluster, C3H8NO2 overall. Source: OMol25; level of theory: the ωB97M-V functional and the def2-TZVPD basis.

Properties
Molar mass   90.1 g mol⁻¹
2S+1   1
E_HOMO   -15.53 eV
E_LUMO   -4.327 eV
Gap between HOMO and LUMO   11.2 eV
Charge   +1

```
14
Properties=species:S:1:pos:R:3:mulliken_charge:R:1
O -0.88 -1.41 -0.37 -0.610
C -2.06 -1.57 -0.27 0.205
O -2.87 -0.58 0.05 -0.403
H -2.55 -2.54 -0.42 0.362
H -3.76 -0.91 0.17 0.370
C 2.41 0.47 0.31 -0.729
C 0.23 1.46 -0.15 -0.067
N 0.97 0.45 0.01 0.087
H 2.68 1.48 0.59 0.299
H 2.56 -0.24 1.12 0.308
H 2.93 0.13 -0.58 0.323
H 0.68 2.44 -0.07 0.258
H -0.83 1.32 -0.34 0.220
H 0.49 -0.49 -0.04 0.377
```

Run two
A 2-piece molecular cluster, C3H8NO2 overall. Source: OMol25; level of theory: the ωB97M-V functional and the def2-TZVPD basis.

Properties
Molar mass   90.1 g mol⁻¹
2S+1   1
E_HOMO   -15.33 eV
E_LUMO   -4.634 eV
Gap between HOMO and LUMO   10.7 eV
Charge   +1

```
14
Properties=species:S:1:pos:R:3:mulliken_charge:R:1
O -1.49 -0.01 0.71 -0.541
C -1.22 0.54 1.73 0.229
O 0.03 0.65 2.19 -0.439
H -1.96 0.92 2.45 0.359
H 0.08 0.66 3.15 0.368
C 0.78 -0.04 -2.74 -0.770
C 1.24 -0.91 -0.49 -0.052
N 0.49 -0.32 -1.31 0.080
H 0.50 0.98 -2.96 0.313
H 1.85 -0.19 -2.88 0.342
H 0.16 -0.72 -3.32 0.320
H 2.12 -1.38 -0.92 0.259
H 1.13 -0.86 0.59 0.220
H -0.32 0.17 -0.90 0.312
```

Run three
An isolated ion of composition C3H8NO2 and charge +1. Source: OMol25; level of theory: the ωB97M-V functional and the def2-TZVPD basis.

Properties
Molar mass   90.1 g mol⁻¹
2S+1   1
E_HOMO (alpha / beta)   -12.04 / -12.04 eV
E_LUMO (alpha / beta)   -4.477 / -4.477 eV
Gap between HOMO and LUMO (alpha / beta)   7.6 / 7.6 eV
Charge   +1

```
14
Properties=species:S:1:pos:R:3:mulliken_charge:R:1
C 0.15 0.71 -0.08 -0.631
C -2.58 0.45 -0.06 0.347
C 2.38 -0.05 0.29 -0.749
N 1.04 -0.43 -0.02 -0.075
O -1.31 0.09 -0.04 -0.267
O -3.50 -0.45 0.23 -0.336
H 0.44 1.28 -0.93 0.273
H -2.94 1.33 -0.62 0.357
H 2.57 0.77 -0.39 0.299
H 2.45 0.41 1.22 0.389
H 2.94 -0.92 0.29 0.353
H 0.48 -1.11 0.58 0.380
H 1.03 -0.79 -0.92 0.315
H -3.16 -1.28 0.47 0.344
```

Run four
An isolated ion of composition C3H8NO2 and charge +1. Source: OMol25; level of theory: the ωB97M-V functional and the def2-TZVPD basis.

Properties
Molar mass   90.1 g mol⁻¹
2S+1   1
SMILES   [NH3+]CCC(=O)O
E_HOMO   -14.64 eV
E_LUMO   -4.100 eV
Gap between HOMO and LUMO   10.5 eV
Charge   +1

```
14
Properties=species:S:1:pos:R:3:mulliken_charge:R:1
C 0.02 0.63 -0.20 -0.751
C -0.20 -0.91 -0.14 -0.432
C -0.21 -1.32 1.34 0.353
O -0.24 -0.24 2.19 -0.440
O -0.15 -2.44 1.69 -0.441
N 0.16 1.26 -1.59 -0.233
H 0.94 0.76 0.36 0.411
H -0.85 1.14 0.23 0.314
H -1.11 -1.13 -0.70 0.378
H 0.69 -1.33 -0.60 0.369
H -0.08 -0.68 3.05 0.363
H 1.09 1.64 -1.38 0.397
H 0.36 0.58 -2.33 0.360
H -0.42 2.02 -1.93 0.353
```

What should be chosen as the least stable of them? Choose run three.

Run one
A 2-piece molecular cluster, CH5PS overall. Source: OMol25; level of theory: the ωB97M-V functional and the def2-TZVPD basis.

Properties
Molar mass   80.1 g mol⁻¹
2S+1   1
SMILES   C=S.P
E_HOMO   -8.82 eV
E_LUMO   -0.395 eV
Gap between HOMO and LUMO   8.4 eV

```
8
Properties=species:S:1:pos:R:3:mulliken_charge:R:1
C -0.60 -1.21 -1.73 -0.375
P -0.21 1.62 -0.08 -0.010
S 0.14 -2.39 -0.93 -0.170
H -0.77 -1.14 -2.85 0.239
H -1.29 -0.61 -1.14 0.259
H 0.88 1.10 0.56 0.044
H 0.38 2.79 0.31 0.035
H -1.11 1.79 0.65 -0.022
```

Run two
A 3-piece molecular cluster, CH5PS overall. Source: OMol25; level of theory: the ωB97M-V functional and the def2-TZVPD basis.

Properties
Molar mass   80.1 g mol⁻¹
2S+1   1
E_HOMO (alpha / beta)   -7.95 / -8.07 eV
E_LUMO (alpha / beta)   -0.476 / -0.734 eV
Gap between HOMO and LUMO (alpha / beta)   7.5 / 7.3 eV

```
8
Properties=species:S:1:pos:R:3:mulliken_charge:R:1
C -0.46 -0.98 0.60 -0.587
P 1.88 0.98 0.16 -0.096
S 0.93 -0.72 -0.25 0.064
H -1.05 -1.89 0.21 0.235
H -1.31 1.26 -0.20 -0.215
H -1.10 -0.20 0.94 0.337
H 3.05 0.52 -0.71 0.031
H -1.94 1.02 -0.76 0.231
```

Run three
CH5PS as an isolated structure. Source: OMol25; level of theory: the ωB97M-V functional and the def2-TZVPD basis.

Properties
Molar mass   80.1 g mol⁻¹
2S+1   1
E_HOMO   -9.06 eV
E_LUMO   0.357 eV
Gap between HOMO and LUMO   9.4 eV

```
8
Properties=species:S:1:pos:R:3:mulliken_charge:R:1
C -0.71 0.65 0.00 -0.834
P 0.70 -0.52 -0.06 0.104
S 2.46 0.22 -0.08 -0.355
H -0.54 1.36 0.81 0.288
H -0.78 1.20 -0.94 0.311
H -1.63 0.10 0.18 0.315
H 0.38 -1.36 -1.13 0.098
H 0.12 -1.64 1.24 0.073
```

What should be chosen as the least stable of them? Choose run two.

Run one
CH3NO4 as an isolated structure. Source: OMol25; level of theory: the ωB97M-V functional and the def2-TZVPD basis.

Properties
Molar mass   93.0 g mol⁻¹
2S+1   1
E_HOMO   -10.38 eV
E_LUMO   0.625 eV
Gap between HOMO and LUMO   11.0 eV

```
9
Properties=species:S:1:pos:R:3:mulliken_charge:R:1
N -0.64 0.60 -0.43 -0.236
C -0.64 -0.49 0.26 0.532
O 1.05 -0.71 -0.39 -0.395
O 2.03 -0.44 0.63 -0.296
O -1.89 1.21 -0.65 -0.371
O -1.11 -1.29 0.97 -0.396
H 2.41 -1.32 0.73 0.336
H -1.78 2.10 -0.30 0.354
H 0.56 0.33 -0.82 0.472
```

Run two
A 2-piece molecular cluster, CH3NO4 overall. Source: OMol25; level of theory: the ωB97M-V functional and the def2-TZVPD basis.

Properties
Molar mass   93.0 g mol⁻¹
2S+1   1
SMILES   O=C=[NH+][O-].OO
E_HOMO   -9.35 eV
E_LUMO   -0.154 eV
Gap between HOMO and LUMO   9.2 eV

```
9
Properties=species:S:1:pos:R:3:mulliken_charge:R:1
C -2.98 0.36 -0.16 0.599
N -1.96 -0.27 0.10 0.207
O -3.88 1.06 -0.29 -0.292
O -1.69 -1.58 0.18 -0.684
O 0.37 0.35 -0.11 -0.422
O 0.60 -0.83 0.64 -0.390
H 0.65 1.11 0.40 0.361
H -0.27 -1.37 0.67 0.470
H -1.11 0.22 0.10 0.150
```

What should be chosen as the least stable of them? Choose run two.

Run one
CH3NO4 as an isolated structure. Source: OMol25; level of theory: the ωB97M-V functional and the def2-TZVPD basis.

Properties
Molar mass   93.0 g mol⁻¹
2S+1   1
E_HOMO   -10.57 eV
E_LUMO   0.271 eV
Gap between HOMO and LUMO   10.8 eV

```
9
Properties=species:S:1:pos:R:3:mulliken_charge:R:1
C 1.04 -0.09 -0.17 -0.069
N -1.74 -0.14 -0.03 1.159
O -1.72 -1.28 0.26 -0.587
O -2.69 0.59 -0.15 -0.573
O 1.74 0.34 0.79 -0.370
O -0.62 0.54 -0.32 -0.446
H 1.41 -0.18 -1.18 0.315
H 0.56 -1.00 0.13 0.218
H 2.02 1.23 0.68 0.354
```

Run two
A 2-piece molecular cluster, CH3NO4 overall. Source: OMol25; level of theory: the ωB97M-V functional and the def2-TZVPD basis.

Properties
Molar mass   93.0 g mol⁻¹
2S+1   1
SMILES   O=[N+]([O-])O.C=O
E_HOMO   -10.76 eV
E_LUMO   0.268 eV
Gap between HOMO and LUMO   11.0 eV

```
9
Properties=species:S:1:pos:R:3:mulliken_charge:R:1
C 1.25 -0.75 -1.22 -0.061
N -1.12 0.34 1.26 1.031
O -0.61 1.63 0.90 -0.419
O -1.62 0.34 2.31 -0.551
O 0.75 0.33 -1.37 -0.417
O -0.90 -0.56 0.53 -0.505
H 1.20 -1.28 -0.25 0.227
H 1.53 -1.43 -2.04 0.245
H -0.48 1.39 -0.11 0.451
```

What should be chosen as the least stable of them? Choose run one.

Run one
One molecule with the formula C4H6OS. Source: OMol25; level of theory: the ωB97M-V functional and the def2-TZVPD basis.

Properties
Molar mass   102.2 g mol⁻¹
2S+1   1
SMILES   OC1CC(=S)C1
E_HOMO   -8.61 eV
E_LUMO   -0.172 eV
Gap between HOMO and LUMO   8.4 eV

```
12
Properties=species:S:1:pos:R:3:mulliken_charge:R:1
C 0.73 0.14 0.26 0.221
C -0.26 -1.04 -0.01 -0.563
C -1.33 0.00 -0.06 0.171
C -0.40 1.14 -0.05 -0.572
H 2.41 -0.73 -0.18 0.334
H 1.01 0.22 1.30 0.272
H -0.01 -1.49 -0.97 0.234
H -0.28 -1.84 0.78 0.285
H -0.53 1.95 0.68 0.277
H -0.27 1.63 -1.05 0.229
O 1.88 0.05 -0.50 -0.580
S -2.93 -0.03 -0.19 -0.307
```

Run two
One molecule with the formula C4H6OS. Source: OMol25; level of theory: the ωB97M-V functional and the def2-TZVPD basis.

Properties
Molar mass   102.2 g mol⁻¹
2S+1   1
SMILES   C[C@@H]1OC=CS1
E_HOMO   -7.64 eV
E_LUMO   0.886 eV
Gap between HOMO and LUMO   8.5 eV

```
12
Properties=species:S:1:pos:R:3:mulliken_charge:R:1
C -0.72 2.09 -0.73 -0.824
C -0.71 0.43 -0.66 -0.018
C 0.85 -0.94 0.93 -0.107
C -0.30 -0.59 1.51 -0.168
H -0.87 2.52 -1.80 0.311
H 0.32 2.51 -0.25 0.225
H -1.81 2.20 -0.21 0.248
H -1.40 -0.22 -1.39 0.350
H 1.73 -1.38 1.65 0.225
H -0.84 -1.06 2.42 0.270
O -1.12 -0.19 0.54 -0.332
S 1.07 -0.56 -0.69 -0.179
```

Run three
C4H6OS as an isolated structure. Source: OMol25; level of theory: the ωB97M-V functional and the def2-TZVPD basis.

Properties
Molar mass   102.2 g mol⁻¹
2S+1   1
E_HOMO   -8.61 eV
E_LUMO   -0.127 eV
Gap between HOMO and LUMO   8.5 eV

```
12
Properties=species:S:1:pos:R:3:mulliken_charge:R:1
C 0.00 0.98 -0.48 0.057
C 0.21 2.19 -0.80 -0.347
C -0.66 0.02 0.41 -0.592
C 0.33 -1.19 0.37 0.131
O -0.38 -2.41 0.32 -0.523
S 1.12 -0.86 -1.24 -0.266
H 0.93 2.42 -1.65 0.213
H -0.39 3.15 -0.39 0.224
H -0.57 0.52 1.45 0.199
H -1.73 -0.35 0.16 0.240
H 1.01 -1.35 1.20 0.351
H 0.13 -3.12 0.64 0.315
```

What should be chosen as the least stable of them? Choose run two.

Run one
A 2-piece molecular cluster, C4H6OS overall. Source: OMol25; level of theory: the ωB97M-V functional and the def2-TZVPD basis.

Properties
Molar mass   102.2 g mol⁻¹
2S+1   1
SMILES   C=C=C.OC=S
E_HOMO   -8.54 eV
E_LUMO   0.530 eV
Gap between HOMO and LUMO   9.1 eV

```
12
Properties=species:S:1:pos:R:3:mulliken_charge:R:1
C -0.16 1.40 0.86 0.514
C -0.98 1.97 0.00 -0.706
C 0.70 0.98 1.73 -0.935
C 0.55 -2.20 -1.14 0.078
O -0.64 -2.09 -1.64 -0.429
S 1.35 -1.19 -0.23 -0.298
H -1.06 1.49 -1.01 0.164
H -1.60 2.74 0.23 0.316
H 0.38 0.13 2.31 0.308
H 1.76 1.22 1.73 0.331
H 0.99 -3.16 -1.37 0.300
H -1.30 -1.29 -1.47 0.358
```

Run two
One molecule with the formula C4H6OS. Source: OMol25; level of theory: the ωB97M-V functional and the def2-TZVPD basis.

Properties
Molar mass   102.2 g mol⁻¹
2S+1   1
E_HOMO   -9.12 eV
E_LUMO   0.802 eV
Gap between HOMO and LUMO   9.9 eV

```
12
Properties=species:S:1:pos:R:3:mulliken_charge:R:1
C 0.07 0.16 -0.01 0.217
C 1.27 0.08 0.52 -0.641
C -1.36 0.36 0.61 -0.560
C -0.39 -0.04 -1.44 -0.598
O -2.68 -1.50 -0.78 -0.563
S -2.24 -0.13 -0.95 0.376
H 2.16 -0.17 -0.23 0.192
H 1.45 0.22 1.58 0.287
H -1.56 -0.25 1.50 0.352
H -1.69 1.36 0.89 0.306
H -0.02 0.75 -2.13 0.329
H -0.40 -0.97 -2.06 0.305
```

What should be chosen as the least stable of them? Choose run one.

Run one
One molecule with the formula C4H6OS. Source: OMol25; level of theory: the ωB97M-V functional and the def2-TZVPD basis.

Properties
Molar mass   102.2 g mol⁻¹
2S+1   1
SMILES   C[C@H](C=O)C=S
E_HOMO   -8.84 eV
E_LUMO   -0.492 eV
Gap between HOMO and LUMO   8.3 eV

```
12
Properties=species:S:1:pos:R:3:mulliken_charge:R:1
C -0.29 -1.13 -0.61 -1.271
C 0.16 -0.08 0.39 0.471
C 1.31 0.76 -0.05 -0.400
C -1.04 0.84 0.63 -0.166
H 0.45 -1.89 -0.70 0.354
H -0.43 -0.61 -1.56 0.347
H -1.26 -1.61 -0.34 0.346
H 0.34 -0.61 1.39 0.284
H 0.88 1.63 -0.53 0.303
H -1.91 0.41 1.09 0.425
O -1.09 1.99 0.22 -0.489
S 2.88 0.28 0.08 -0.203
```

Run two
One molecule with the formula C4H6OS. Source: OMol25; level of theory: the ωB97M-V functional and the def2-TZVPD basis.

Properties
Molar mass   102.2 g mol⁻¹
2S+1   1
SMILES   C1SC[C@H]2O[C@@H]12
E_HOMO   -8.66 eV
E_LUMO   0.967 eV
Gap between HOMO and LUMO   9.6 eV

```
12
Properties=species:S:1:pos:R:3:mulliken_charge:R:1
C -0.57 1.36 0.04 -0.727
C -0.63 -1.33 0.04 -0.755
C 0.74 -0.75 -0.19 -0.079
C 0.80 0.71 -0.08 -0.044
H -0.53 2.13 0.79 0.361
H -0.85 1.84 -0.88 0.343
H -0.96 -1.90 -0.80 0.370
H -0.60 -2.02 0.84 0.372
H 1.58 -1.34 -0.61 0.384
H 1.58 1.37 -0.52 0.392
O 1.20 -0.07 1.01 -0.423
S -1.78 0.00 0.37 -0.193
```

What should be chosen as the least stable of them? Choose run one.

Run one
One molecule with the formula C4H6OS. Source: OMol25; level of theory: the ωB97M-V functional and the def2-TZVPD basis.

Properties
Molar mass   102.2 g mol⁻¹
2S+1   1
SMILES   C=C(C=O)CS
E_HOMO   -8.91 eV
E_LUMO   0.152 eV
Gap between HOMO and LUMO   9.1 eV

```
12
Properties=species:S:1:pos:R:3:mulliken_charge:R:1
C 0.31 1.00 0.04 -0.728
C -0.04 0.02 -0.98 0.893
C 0.32 0.30 -2.27 -0.929
C -1.00 -1.12 -0.80 -0.036
H 1.96 -0.04 1.63 0.118
H -0.56 1.61 0.21 0.244
H 1.06 1.58 -0.39 0.416
H 1.10 1.10 -2.44 0.229
H -0.04 -0.38 -3.04 0.247
H -1.32 -1.53 -1.84 0.180
O -1.38 -1.41 0.31 -0.435
S 0.70 0.48 1.72 -0.198
```

Run two
One molecule with the formula C4H6OS. Source: OMol25; level of theory: the ωB97M-V functional and the def2-TZVPD basis.

Properties
Molar mass   102.2 g mol⁻¹
2S+1   1
SMILES   CC(=O)C(C)=S
E_HOMO   -9.10 eV
E_LUMO   -1.421 eV
Gap between HOMO and LUMO   7.7 eV

```
12
Properties=species:S:1:pos:R:3:mulliken_charge:R:1
C -1.09 1.26 -1.18 -1.108
C -0.97 0.40 0.04 0.779
C 0.33 -0.33 0.25 0.144
C 0.22 -1.19 1.49 -0.973
H -0.54 2.16 -0.94 0.285
H -0.62 0.79 -2.09 0.342
H -2.13 1.45 -1.49 0.318
H -0.69 -1.82 1.48 0.298
H 0.01 -0.54 2.29 0.315
H 1.13 -1.79 1.62 0.335
O -1.87 0.42 0.87 -0.539
S 1.68 -0.28 -0.71 -0.194
```

Run three
C4H6OS as an isolated structure. Source: OMol25; level of theory: the ωB97M-V functional and the def2-TZVPD basis.

Properties
Molar mass   102.2 g mol⁻¹
2S+1   1
E_HOMO   -8.26 eV
E_LUMO   0.978 eV
Gap between HOMO and LUMO   9.2 eV

```
12
Properties=species:S:1:pos:R:3:mulliken_charge:R:1
C 1.64 -0.52 -0.08 -0.427
C -0.50 0.16 0.94 -0.035
C -1.75 0.42 -0.02 -0.624
C -0.36 0.20 -0.58 0.166
H 2.19 -1.35 0.38 0.293
H 2.38 -0.10 -0.82 0.301
H -0.53 -0.93 1.27 0.183
H -2.09 1.35 -0.35 0.276
H -2.53 -0.38 0.07 0.247
H -0.01 1.14 -1.10 0.209
O 0.48 -0.85 -0.88 -0.421
S 1.09 0.85 1.18 -0.166
```

Run four
One molecule with the formula C4H6OS. Source: OMol25; level of theory: the ωB97M-V functional and the def2-TZVPD basis.

Properties
Molar mass   102.2 g mol⁻¹
2S+1   1
SMILES   C1O[C@H]2C[C@@H]2S1
E_HOMO   -8.61 eV
E_LUMO   0.856 eV
Gap between HOMO and LUMO   9.5 eV

```
12
Properties=species:S:1:pos:R:3:mulliken_charge:R:1
C 1.54 0.91 0.05 -0.442
C -0.14 -0.97 -0.39 -0.192
C -1.63 -0.56 0.06 -0.793
C -0.50 0.35 0.31 0.135
H 2.25 1.16 -0.70 0.403
H 1.62 1.17 1.27 0.257
H -0.35 -0.93 -1.44 0.250
H -2.30 -0.95 0.87 0.208
H -2.09 -0.52 -0.78 0.365
H -0.04 0.07 1.21 0.395
O 0.14 1.36 -0.42 -0.424
S 1.50 -1.10 -0.02 -0.163
```

What should be chosen as the least stable of them? Choose run four.